70
Properties=species:S:1:pos:R:3:mulliken_spin:R:1 method="wB97M-V/def2-TZVPD" e_tot_ha=-2739.3073 homo_energy_ev="-13.15 / -13.16" multiplicity=2 e_lumo_ha="-0.343 / -0.342" total_charge=+2 orbital_gap_ha="0.1406 / 0.1414"
H 4.813 1.458 -2.965 0.00
H -1.127 1.692 0.639 -0.01
H 1.514 -4.735 -1.027 0.00
H -1.356 0.807 -3.958 0.00
H -2.347 2.924 3.849 0.00
H 3.996 -0.156 3.649 0.00
H 0.771 -2.941 1.808 0.00
H 2.443 -0.221 2.798 -0.01
C -1.287 2.724 3.792 -0.03
H -0.812 -5.456 -0.976 0.00
C 0.646 1.943 2.576 0.20
C -3.143 -3.086 -2.922 0.00
H -2.282 -0.579 -4.581 0.00
F -1.129 3.938 -0.391 0.00
C -3.385 0.068 -1.866 0.00
C 2.956 0.157 3.684 0.03
H -0.872 3.583 5.715 0.00
H 2.507 -3.331 -0.573 0.00
H 1.772 -3.414 -2.196 0.00
H -4.204 -4.855 -3.492 0.00
H -3.793 -2.429 -3.481 0.00
H 0.051 -4.453 1.230 0.00
C -0.459 3.091 4.850 0.20
H -3.851 -0.322 -0.963 0.00
H 2.492 -0.276 4.567 0.00
C -1.242 -3.411 -1.479 0.00
H 1.519 3.019 5.674 0.00
C 3.831 2.150 -1.124 0.01
H -0.528 -0.742 -4.264 0.00
C -3.371 -4.454 -2.933 0.00
C -1.456 -0.281 -3.929 0.00
C -1.467 -4.786 -1.511 0.00
H -2.568 -0.099 2.644 0.00
Sb -0.262 3.762 -2.083 0.00
F 1.395 4.043 -1.173 0.00
C -0.774 2.090 2.681 0.08
H -2.505 -0.289 0.898 0.00
C 1.474 2.154 3.739 0.12
Au 0.312 -0.464 -1.030 -0.02
H -2.707 -6.367 -2.237 0.00
H -3.188 1.135 -1.759 0.00
F 0.655 3.018 -3.568 0.00
C -1.642 1.556 1.590 0.02
C 1.635 -3.656 -1.142 0.00
C -2.080 -2.552 -2.195 0.00
F -0.433 5.511 -2.670 0.00
N 2.393 0.353 -1.013 0.01
C -0.028 -3.366 1.200 0.00
H -1.036 -0.522 1.844 0.00
C 2.890 1.688 3.745 0.00
H -0.993 -3.059 1.601 0.00
F -1.870 2.958 -2.742 0.00
C 4.086 1.338 -2.188 0.01
P -1.802 -0.749 -2.215 0.00
F -0.037 1.837 -1.350 0.00
H 3.101 -0.609 -2.729 0.00
C -1.951 0.064 1.764 0.02
C 3.163 0.237 -2.070 0.05
N 1.195 1.611 1.419 0.28
P 0.167 -2.786 -0.519 0.01
H 2.468 3.144 0.930 0.01
C 2.751 1.551 -0.408 0.05
H -2.577 2.112 1.569 0.01
C 2.129 2.126 0.711 -0.01
C -2.531 -5.304 -2.230 0.00
H 3.381 2.033 4.657 0.00
C 0.896 2.770 4.825 -0.03
H -4.054 -0.068 -2.721 0.00
H 4.307 3.075 -0.869 0.00
H 3.440 2.096 2.894 0.01

=====

83
Properties=species:S:1:pos:R:3:mulliken_spin:R:1 method="wB97M-V/def2-TZVPD" e_tot_ha=-3491.1604 de_lowest_kcal_mol=28.12 homo_energy_ev="-2.20 / -2.20" multiplicity=2 e_lumo_ha="0.128 / 0.094" total_charge=-2 orbital_gap_ha="0.2085 / 0.1744"
C -2.133 -0.262 -5.110 0.00
H -5.626 -6.033 3.046 0.00
B 2.007 -4.573 -2.603 0.00
H -2.196 1.935 4.630 0.00
C -4.875 -5.227 1.202 0.00
Sb 5.891 -0.160 -2.419 0.00
F 5.684 -1.921 -3.016 0.00
C 1.656 2.787 -3.839 0.00
N -0.879 1.965 -0.580 0.00
H -0.395 -3.850 -4.183 0.00
N 0.986 2.240 -2.819 0.00
N -2.008 -1.638 -5.140 0.00
O 0.013 -0.576 2.292 0.03
H 2.155 -0.149 1.533 0.00
C -0.008 3.124 -2.514 0.00
H -3.520 3.544 2.013 0.00
F 7.650 -0.112 -3.105 0.00
N -1.692 0.168 3.576 -0.01
C -3.275 -3.422 1.387 -0.01
H -0.544 5.439 4.442 0.00
C -0.812 4.745 3.655 0.00
H 1.471 4.676 -5.015 0.00
C 4.499 0.906 1.795 0.00
Te -2.022 -1.992 0.471 0.99
H -2.175 -2.236 -5.927 0.00
H 0.173 1.486 4.628 0.00
H -2.471 0.304 -5.960 0.00
C -4.212 -4.447 3.368 0.00
C 1.112 4.028 -4.228 0.00
H -5.451 -5.900 0.578 0.00
F 3.150 -5.267 -2.209 0.00
H 0.609 2.650 1.395 0.00
N 0.502 0.677 4.129 0.00
C 0.176 4.057 2.959 0.00
F 6.148 1.594 -1.739 0.00
N 5.668 1.378 1.300 0.00
H -1.689 3.714 -1.333 0.00
C -4.026 -4.303 0.608 0.00
H 4.678 -0.676 0.558 0.00
C -3.377 -3.509 2.776 0.01
C -0.364 0.057 3.276 -0.03
N -1.349 -1.006 -3.144 0.00
H -3.938 -4.274 -0.472 -0.02
H -0.632 5.097 -3.334 0.00
F 4.156 -0.127 -1.615 0.00
F 5.174 0.520 -4.018 0.00
H -3.281 0.555 4.840 0.00
C -1.498 2.971 1.597 0.00
Cs 1.776 -0.582 -2.000 0.01
H -0.938 -3.536 -2.554 -0.01
F 2.107 -3.203 -2.203 0.00
C -2.144 4.552 3.316 0.00
C -2.237 0.844 4.726 0.00
H -2.873 2.273 0.121 0.00
S 3.619 1.790 2.932 0.00
H -2.924 5.095 3.838 0.00
C 0.028 4.240 -3.371 0.00
H -4.270 -4.504 4.448 0.00
H -2.102 -4.095 -3.766 0.00
F 6.499 -0.789 -0.715 0.00
H 2.820 -1.423 2.298 0.00
H -2.791 -2.846 3.403 -0.03
C -1.229 -3.459 -3.598 0.03
C -4.971 -5.305 2.584 0.01
H -1.707 0.552 5.635 0.00
H 5.827 2.357 1.455 0.00
C -1.524 -2.039 -3.931 0.00
C -1.867 2.010 0.484 0.01
N 4.137 -0.287 1.321 0.00
N 2.873 -0.865 1.454 0.00
H 6.018 1.005 0.423 0.00
H 1.452 0.749 3.776 0.00
H 1.222 4.210 3.198 0.00
H -2.304 -0.231 2.882 0.01
C -2.478 3.677 2.288 0.00
C -1.724 0.108 -3.868 0.00
H -1.625 1.098 -3.453 0.00
H -1.941 1.004 0.908 0.00
H 2.516 2.288 -4.272 0.00
C -0.916 2.931 -1.422 0.00
F 1.861 -4.611 -4.007 0.00
F 0.864 -5.137 -2.002 0.00
C -0.163 3.173 1.945 0.00

=====

| no. | molar mass (g mol⁻¹) |
| --- | --- |
| 1 | 856.216 |
| 2 | 1090.725 |